1.
A molecular structure, C10H16ClO4Si2Tc. Source: OMol25; level of theory: the ωB97M-V functional and the def2-TZVPD basis.

Structure (ORCA input):
```
! RIJCOSX wB97M-V def2-TZVPD def2/J DEFGRID3
* xyz 1 4
Tc 0.00 0.41 0.21
C -2.35 -1.80 -2.08
Si -0.93 -2.25 -1.00
C -1.38 -3.30 0.43
C 0.69 -2.55 -1.81
C 0.61 -3.74 -2.55
C 1.70 -4.21 -3.27
C 2.88 -3.50 -3.26
C 2.96 -2.32 -2.53
C 1.89 -1.83 -1.80
Si 2.21 -0.23 -0.89
C 2.55 1.21 -2.01
C 3.38 -0.40 0.55
H -2.62 -2.74 -2.59
H -2.09 -1.06 -2.83
H -3.21 -1.46 -1.52
H -1.63 -4.28 0.00
H -2.27 -2.93 0.95
H -0.57 -3.43 1.14
H -0.31 -4.31 -2.58
H 1.60 -5.13 -3.83
H 3.74 -3.84 -3.81
H 3.90 -1.78 -2.54
H 3.48 1.03 -2.56
H 2.67 2.14 -1.46
H 1.75 1.34 -2.75
H 4.37 -0.69 0.18
H 3.04 -1.17 1.24
H 3.50 0.54 1.09
O -2.43 2.82 2.39
Cl -1.06 2.80 1.92
O -0.17 3.90 2.28
O -0.13 -0.84 1.33
O -0.93 0.58 -1.18
*
```

## Properties
⟨S²⟩   3.7634
HOMO-LUMO gap (alpha / beta)   8.1 / 7.7 eV
E_HOMO (alpha / beta)   -12.70 / -13.19 eV
Energy relative to the best compared isomer or geometry (same formula, charge and spin)   0.0 kcal/mol

2.
A molecular structure, C10H16F12N2NaO14S6. Source: OMol25; level of theory: the ωB97M-V functional and the def2-TZVPD basis.

Structure (ORCA input):
```
! RIJCOSX wB97M-V def2-TZVPD def2/J DEFGRID3
* xyz -1 1
Na -1.17 0.36 1.17
C 2.32 -2.35 2.34
F 1.70 -3.44 1.92
F 3.34 -2.69 3.11
F 2.79 -1.70 1.27
S 1.20 -1.22 3.39
O 1.22 -1.68 4.76
O 1.77 0.10 3.23
N -0.26 -1.31 2.52
S -1.23 -2.20 3.43
O -0.81 -3.56 3.62
O -1.71 -1.49 4.59
C -2.70 -2.40 2.25
F -3.58 -3.13 2.91
F -3.19 -1.22 1.91
F -2.31 -3.04 1.15
C -2.33 4.29 1.55
F -1.94 5.06 2.54
F -3.28 4.85 0.79
F -1.29 4.09 0.73
S -3.06 2.70 2.27
O -1.98 2.10 3.00
O -4.19 3.08 3.07
N -3.31 1.63 0.89
S -4.86 1.51 0.83
O -5.49 0.69 1.85
O -5.49 2.79 0.53
C -5.07 0.51 -0.72
F -6.38 0.43 -0.95
F -4.46 1.07 -1.77
F -4.55 -0.73 -0.59
O 2.22 3.71 0.23
S 2.21 2.28 0.24
O 1.01 1.57 0.58
O 2.63 1.76 -1.24
C 3.87 2.17 -1.82
C 3.81 1.95 -3.32
C 3.58 1.61 1.24
H 4.76 1.78 -1.32
H 3.93 3.25 -1.63
H 4.82 2.07 -3.72
H 3.06 2.62 -3.73
H 3.44 0.94 -3.55
H 3.63 0.56 0.97
H 3.35 1.84 2.27
H 4.53 2.09 0.97
O -0.63 -0.25 -1.22
S -0.49 -1.53 -1.88
O -1.58 -2.19 -2.53
O 0.67 -1.32 -3.01
C 0.99 -2.46 -3.80
C 1.56 -2.04 -5.14
C 0.38 -2.69 -0.78
H 0.13 -3.09 -4.04
H 1.70 -3.06 -3.22
H 0.89 -1.31 -5.57
H 1.67 -2.98 -5.70
H 2.56 -1.59 -5.13
H 1.42 -2.42 -0.64
H 0.38 -3.65 -1.28
H -0.18 -2.74 0.15
*
```

## Properties
HOMO-LUMO gap   8.6 eV
E_HOMO   -6.97 eV

3.
A molecular structure, C10H16F12NO18S5Sr. Source: OMol25; level of theory: the ωB97M-V functional and the def2-TZVPD basis.

Structure (ORCA input):
```
! RIJCOSX wB97M-V def2-TZVPD def2/J DEFGRID3
* xyz -3 1
Sr -1.07 16.93 15.20
S -2.14 19.60 16.32
O -2.51 20.79 15.56
O -2.30 19.84 17.76
O -2.95 18.45 15.90
O -0.72 19.14 16.15
C -0.62 19.62 12.72
O -1.45 18.54 13.22
C -2.44 18.26 12.28
C -3.59 19.26 12.21
N -4.26 19.52 13.59
H -4.51 18.74 14.17
H -3.71 20.00 14.29
C -5.48 20.44 13.28
C -6.37 20.74 14.45
O -6.83 19.52 14.97
C -8.16 19.14 14.57
H 0.27 19.57 13.35
H -1.11 20.59 12.74
H -0.36 19.49 11.67
H -2.82 17.25 12.39
H -1.96 18.23 11.30
H -4.34 18.77 11.58
H -3.23 20.18 11.75
H -6.05 20.32 12.36
H -4.97 21.39 13.12
H -7.16 21.40 14.08
H -5.84 21.14 15.31
H -8.21 19.12 13.48
H -8.94 19.74 15.02
H -8.17 18.09 14.88
C 0.34 13.35 13.81
F 1.66 13.44 13.71
F -0.11 12.09 13.66
F -0.03 13.81 15.06
S -0.62 14.52 12.56
O -1.98 14.05 12.69
O -0.33 15.89 13.02
O -0.10 14.22 11.20
C -5.17 15.81 16.75
F -4.20 16.05 17.56
F -5.88 14.77 17.07
F -6.12 16.77 16.89
S -4.61 15.62 14.95
O -5.22 14.37 14.47
O -5.10 16.77 14.18
O -3.11 15.63 14.90
C 3.59 15.25 16.81
F 4.77 15.46 16.38
F 3.11 14.17 16.24
F 3.70 15.13 18.15
S 2.59 16.84 16.28
O 1.26 16.44 15.75
O 2.41 17.63 17.51
O 3.45 17.41 15.26
C 0.18 15.25 19.76
F -0.01 14.95 21.01
F 0.93 16.30 19.69
F 0.73 14.35 19.09
S -1.49 15.70 18.83
O -1.72 17.12 19.15
O -1.32 15.58 17.38
O -2.49 14.82 19.48
*
```

## Properties
HOMO-LUMO gap   5.4 eV
E_HOMO   -0.11 eV
Energy relative to the best compared isomer or geometry (same formula, charge and spin)   53.1 kcal/mol

4.
A single C10H16N2O molecule. Source: OMol25; level of theory: the ωB97M-V functional and the def2-TZVPD basis.

Structure (ORCA input):
```
! RIJCOSX wB97M-V def2-TZVPD def2/J DEFGRID3
* xyz 0 1
C -2.78 0.26 1.15
O -2.11 0.38 -0.07
C -0.74 0.09 0.04
C 0.11 1.19 0.29
C -0.48 2.54 0.52
N 0.58 3.55 0.51
C 1.49 0.91 0.28
C 2.03 -0.31 -0.13
C 3.48 -0.61 -0.13
C 1.13 -1.33 -0.57
C -0.22 -1.17 -0.38
C -1.22 -2.18 -0.79
N -0.58 -3.41 -0.98
H -2.19 0.82 2.01
H -2.84 -0.88 1.51
H -3.86 0.75 0.91
H -1.20 2.48 1.49
H -1.27 2.74 -0.32
H 0.91 3.61 -0.50
H 0.44 4.52 0.86
H 2.10 1.81 0.50
H 3.76 -1.03 0.89
H 3.64 -1.27 -1.02
H 4.15 0.24 -0.12
H 1.50 -2.29 -1.06
H -1.72 -1.85 -1.76
H -2.06 -2.21 -0.03
H -1.33 -4.17 -1.13
H 0.02 -3.67 -0.15
*
```

## Properties
SMILES string   COc1c(CN)cc(C)cc1CN
HOMO-LUMO gap   9.1 eV
E_HOMO   -8.24 eV
Energy relative to the best compared isomer or geometry (same formula, charge and spin)   45.0 kcal/mol

5.
A single C10H16N2O molecule. Source: OMol25; level of theory: the ωB97M-V functional and the def2-TZVPD basis.

Structure (ORCA input):
```
! RIJCOSX wB97M-V def2-TZVPD def2/J DEFGRID3
* xyz 0 1
C 2.61 2.16 -1.08
C 1.65 1.69 -0.06
C 1.79 0.23 0.20
C 1.35 -0.46 -0.91
O 1.62 -1.94 -0.93
N 1.25 -0.32 1.49
C 0.05 0.17 1.99
C -1.09 -0.05 0.98
C -1.31 -1.31 0.45
C -2.33 -1.59 -0.53
N -3.03 -0.61 -1.08
C -2.88 0.57 -0.57
C -1.87 1.02 0.23
H 3.60 1.36 -0.99
H 3.10 3.30 -0.97
H 2.08 1.98 -2.04
H 2.01 2.37 0.77
H 0.59 1.85 -0.35
H 2.82 -0.07 0.24
H 0.38 -0.46 -1.43
H 2.10 -0.02 -1.69
H 1.68 -2.21 0.04
H 1.85 -0.15 2.25
H -0.12 1.31 2.29
H -0.26 -0.47 2.91
H -0.60 -2.10 0.78
H -2.34 -2.63 -1.11
H -3.68 1.30 -0.87
H -1.62 2.09 0.49
*
```

## Properties
SMILES string   CC[C@H](CO)NCc1ccncc1
HOMO-LUMO gap   9.8 eV
E_HOMO   -9.17 eV
Energy relative to the best compared isomer or geometry (same formula, charge and spin)   91.0 kcal/mol

6.
A single C10H16N2O3S molecule. Source: OMol25; level of theory: the ωB97M-V functional and the def2-TZVPD basis.

Structure (ORCA input):
```
! RIJCOSX wB97M-V def2-TZVPD def2/J DEFGRID3
* xyz 0 1
O -2.62 -1.11 -0.87
C -2.67 -0.84 0.31
O -2.31 -1.67 1.26
C -3.02 0.54 0.82
C -1.71 1.35 0.78
C -1.28 1.66 -0.66
C 0.18 2.09 -0.82
C 1.31 1.13 -0.46
S 1.59 0.88 1.34
C 2.96 -0.24 0.91
C 2.51 -1.06 -0.32
N 1.89 -2.30 0.05
C 0.53 -2.26 -0.07
O -0.25 -3.10 0.33
N 0.22 -1.12 -0.73
C 1.35 -0.30 -1.04
H -1.80 -2.44 0.91
H -3.77 1.00 0.18
H -3.38 0.47 1.84
H -0.93 0.78 1.29
H -1.84 2.28 1.32
H -1.48 0.80 -1.30
H -1.89 2.48 -1.04
H 0.34 2.99 -0.22
H 0.33 2.36 -1.87
H 2.24 1.61 -0.80
H 3.84 0.36 0.68
H 3.17 -0.88 1.76
H 3.36 -1.24 -0.98
H 2.33 -2.94 0.69
H -0.69 -1.01 -1.16
H 1.51 -0.24 -2.13
*
```

## Properties
SMILES string   O=C(O)CCCC[C@H]1SC[C@H]2NC(=O)N[C@H]21
HOMO-LUMO gap   9.5 eV
E_HOMO   -8.89 eV
Energy relative to the best compared isomer or geometry (same formula, charge and spin)   0.0 kcal/mol

7.
3 unconnected molecules or ions with the total composition C10H16N2OS. Source: OMol25; level of theory: the ωB97M-V functional and the def2-TZVPD basis.

Structure (ORCA input):
```
! RIJCOSX wB97M-V def2-TZVPD def2/J DEFGRID3
* xyz 0 1
C -0.14 4.40 -0.93
S -1.59 3.54 -0.25
O -1.49 3.61 1.24
C -2.85 4.83 -0.54
H 0.38 5.09 -0.26
H -0.49 5.01 -1.78
H 0.62 3.75 -1.34
H -3.13 4.98 -1.59
H -2.46 5.73 -0.10
H -3.75 4.44 -0.06
N 0.97 -4.94 0.56
C 0.86 -5.63 1.74
C 0.19 -4.80 2.62
C -0.04 -3.58 1.96
C 0.56 -3.64 0.72
H 1.32 -5.40 -0.26
H 1.38 -6.56 1.88
H -0.26 -5.03 3.57
H -0.59 -2.74 2.35
H 0.61 -2.99 -0.13
N 1.91 -0.61 -0.65
C 0.84 -0.39 0.17
C -0.04 0.42 -0.53
C 0.54 0.66 -1.80
C 1.70 -0.04 -1.87
H 2.74 -1.11 -0.39
H 0.83 -0.79 1.17
H -0.98 0.78 -0.13
H 0.06 1.18 -2.62
H 2.29 -0.17 -2.77
*
```

## Properties
HOMO-LUMO gap   9.0 eV
E_HOMO   -8.22 eV
Energy relative to the best compared isomer or geometry (same formula, charge and spin)   50.6 kcal/mol

8.
A gas-phase ion, C10H16N3S (charge +1). Source: OMol25; level of theory: the ωB97M-V functional and the def2-TZVPD basis.

Structure (ORCA input):
```
! RIJCOSX wB97M-V def2-TZVPD def2/J DEFGRID3
* xyz 1 1
C -2.27 -4.39 -0.14
C -1.80 -3.13 -0.18
N -2.03 -2.28 -1.35
C -1.32 -1.14 -1.38
C -1.09 -0.24 -2.32
C -1.31 -0.29 -3.78
C -0.68 -0.92 -0.08
N 0.11 0.31 0.07
N 1.00 0.42 0.99
C 1.46 -0.36 1.92
C 1.81 1.69 0.74
C 1.46 3.08 1.30
C 1.81 3.21 2.80
S -0.95 -2.20 1.03
H -2.10 -4.95 0.80
H -2.98 -4.80 -0.89
H -2.79 -2.67 -1.87
H -0.69 0.68 -1.97
H -0.21 -0.31 -4.15
H -1.63 0.65 -4.19
H -1.85 -1.18 -4.20
H 1.01 -1.33 2.13
H 2.14 0.06 2.64
H 2.00 1.73 -0.31
H 2.74 1.49 1.29
H 2.16 3.76 0.71
H 0.38 3.38 1.03
H 2.27 4.14 2.75
H 0.92 3.18 3.41
H 2.43 2.39 3.20
*
```

## Properties
SMILES string   C=c1[nH]c(=C\C)/c(=N/[N+](=C)CCC)s1
HOMO-LUMO gap   6.4 eV
E_HOMO   -11.34 eV
Energy relative to the best compared isomer or geometry (same formula, charge and spin)   71.6 kcal/mol